Record 1
Computed, not measured: one molecule with the formula C3H9N3OS, with the ωB97M-V functional and the def2-TZVPD basis.

Output
ΔE to the lowest compared entry with this formula, charge and spin: 265.2 kJ/mol

Atoms and positions in Å:
C -0.108 -0.389 0.905
C 1.061 0.015 0.153
C 1.297 -0.780 -1.185
H -3.202 -0.212 0.619
H -2.552 -1.736 0.527
H -1.083 -0.751 -0.818
H -1.044 -1.010 2.544
H 1.930 -0.223 0.709
H -0.519 1.724 -0.337
H 2.240 -0.218 -1.749
H 1.562 -1.931 -0.958
H 0.483 0.180 -2.529
N -2.334 -0.746 0.723
N -1.322 -0.201 0.081
N -0.123 -0.812 2.143
O 0.296 -0.653 -2.118
S 0.798 1.790 -0.058

Record 2
Computed, not measured: a 4-piece molecular cluster, C21H36BN3O2P overall, with the ωB97M-V functional and the def2-TZVPD basis.

Output
charge: -1

Atoms and positions in Å:
C 0.707 -1.228 1.372
C 1.557 -1.786 0.139
C 1.978 -0.698 -0.942
O 2.894 -1.017 -1.746
O 1.431 0.600 -1.071
C 2.292 1.464 -0.240
C 1.937 3.022 -0.332
B 3.314 3.878 -0.639
P 4.335 4.303 0.943
C 4.649 6.162 1.128
C 4.124 6.761 2.527
C 6.039 3.470 0.962
C 6.653 3.180 -0.505
H 0.585 -2.102 2.115
H 1.243 -0.408 1.972
H -0.333 -0.859 1.052
H 0.912 -2.575 -0.380
H 2.521 -2.289 0.506
H 2.141 1.137 0.842
H 3.382 1.271 -0.525
H 1.484 3.358 0.674
H 1.187 3.237 -1.163
H 3.051 4.908 -1.208
H 3.983 3.236 -1.408
H 5.797 6.300 1.115
H 4.245 6.800 0.265
H 4.763 6.279 3.347
H 4.362 7.881 2.542
H 3.015 6.527 2.623
H 6.000 2.504 1.588
H 6.789 4.179 1.481
H 6.254 3.896 -1.299
H 6.320 2.125 -0.801
H 7.796 3.298 -0.503
N -3.490 -3.863 -1.032
C -2.470 -3.030 -0.656
C -1.911 -2.502 -1.795
C -2.623 -3.032 -2.899
C -3.593 -3.866 -2.398
H -4.072 -4.390 -0.404
H -2.229 -2.885 0.386
H -1.082 -1.811 -1.829
H -2.447 -2.826 -3.944
H -4.345 -4.462 -2.894
N -6.478 -3.454 -4.224
C -7.812 -3.165 -4.124
C -8.449 -3.719 -5.207
C -7.462 -4.371 -5.987
C -6.257 -4.193 -5.355
H -5.769 -3.167 -3.567
H -8.193 -2.591 -3.293
H -9.507 -3.662 -5.415
H -7.617 -4.912 -6.909
H -5.263 -4.527 -5.611
N -2.118 -2.021 4.311
C -1.891 -0.704 4.614
C -1.299 -0.650 5.852
C -1.158 -1.984 6.311
C -1.670 -2.807 5.339
H -2.547 -2.357 3.466
H -2.171 0.078 3.925
H -0.999 0.249 6.369
H -0.730 -2.305 7.249
H -1.754 -3.882 5.290

Record 3
Computed, not measured: a 2-piece molecular cluster, C5H10O2 overall, with the ωB97M-V functional and the def2-TZVPD basis.

Output
ΔE to the lowest compared entry with this formula, charge and spin: 525.1 kJ/mol

Atoms and positions in Å:
C -0.273 1.936 -0.925
C 0.436 1.090 0.088
O -1.647 -0.080 0.387
C -1.110 -1.233 0.430
C 0.150 -1.362 1.142
C 1.203 -0.017 -0.150
O 1.223 -0.672 -1.357
H -1.269 2.209 -0.573
H -0.383 1.441 -1.894
H 0.304 2.857 -1.091
H 0.525 1.516 1.085
H -1.225 -1.962 -0.400
H -1.307 -1.918 1.428
H 0.238 -0.773 2.052
H 0.711 -2.297 1.104
H 2.076 -0.257 0.451
H 0.374 -0.518 -1.793

Record 4
Computed, not measured: a 10-piece molecular cluster, C44H102N10 overall, with the ωB97M-V functional and the def2-TZVPD basis.

Output
ΔE to the lowest compared entry with this formula, charge and spin: 0.0 kJ/mol

Atoms and positions in Å:
C -5.171 0.327 3.748
C -6.290 -0.620 3.404
N -5.857 -2.019 3.392
C -4.747 -2.244 2.503
C -4.033 -3.546 2.877
C -6.973 -2.936 3.152
C -7.512 -3.576 4.424
H -4.424 0.183 3.039
H -4.809 0.179 4.795
H -5.626 1.293 3.649
H -7.196 -0.452 4.025
H -6.651 -0.420 2.337
H -5.072 -2.298 1.434
H -4.010 -1.451 2.486
H -3.528 -3.349 3.803
H -4.718 -4.402 3.063
H -3.269 -3.766 2.099
H -6.597 -3.751 2.494
H -7.843 -2.476 2.568
H -6.803 -4.260 4.929
H -8.323 -4.260 4.208
H -7.884 -2.857 5.176
C 1.625 4.830 -2.626
C 0.547 3.967 -3.247
N -0.813 4.574 -3.055
C -0.912 5.920 -3.717
C -2.143 6.736 -3.321
C -1.877 3.707 -3.683
C -2.018 2.359 -3.038
H 1.579 5.877 -2.902
H 2.617 4.434 -2.799
H 1.537 4.729 -1.545
H 0.769 3.793 -4.367
H 0.574 3.032 -2.790
H -0.007 6.486 -3.489
H -0.839 5.758 -4.766
H -2.250 6.687 -2.199
H -1.990 7.718 -3.775
H -3.109 6.439 -3.722
H -1.618 3.595 -4.741
H -2.826 4.215 -3.586
H -1.870 2.249 -1.947
H -1.307 1.695 -3.440
H -3.038 2.003 -3.254
C -3.956 2.915 0.232
C -4.207 1.437 0.089
N -4.944 1.000 -1.057
C -4.886 -0.500 -1.205
C -3.765 -0.947 -2.123
C -6.294 1.542 -1.076
C -7.041 1.534 -2.451
H -4.832 3.509 0.422
H -3.379 3.462 -0.542
H -3.343 3.107 1.115
H -3.205 1.001 0.047
H -4.582 1.046 1.043
H -4.842 -0.956 -0.245
H -5.772 -0.888 -1.658
H -3.986 -1.968 -2.335
H -3.703 -0.431 -3.054
H -2.769 -0.924 -1.750
H -6.235 2.581 -0.784
H -6.851 0.958 -0.360
H -7.987 1.964 -2.236
H -7.285 0.573 -2.922
H -6.459 2.091 -3.205
C 3.909 -4.785 -4.913
C 3.056 -3.947 -3.889
N 2.713 -2.515 -4.352
C 3.873 -1.663 -4.498
C 4.723 -1.446 -3.220
C 1.925 -2.507 -5.631
C 1.280 -1.198 -5.944
H 3.341 -5.061 -5.784
H 4.317 -5.690 -4.435
H 4.792 -4.220 -5.287
H 2.130 -4.539 -3.778
H 3.518 -3.815 -2.902
H 4.610 -2.061 -5.226
H 3.578 -0.700 -4.952
H 5.283 -0.483 -3.354
H 4.062 -1.362 -2.373
H 5.403 -2.289 -3.093
H 1.157 -3.290 -5.554
H 2.566 -2.770 -6.508
H 0.556 -0.850 -5.194
H 0.810 -1.290 -6.901
H 2.015 -0.355 -5.984
C 0.408 -0.651 -2.128
C 0.622 -2.076 -1.553
N 0.991 -2.132 -0.148
C 0.700 -3.413 0.466
C -0.718 -3.554 1.016
C 2.342 -1.638 0.023
C 2.727 -1.271 1.431
H -0.375 -0.539 -2.864
H 1.319 -0.181 -2.558
H 0.103 0.054 -1.347
H -0.318 -2.605 -1.624
H 1.406 -2.539 -2.234
H 0.897 -4.220 -0.368
H 1.443 -3.629 1.282
H -1.395 -3.089 0.262
H -0.964 -4.604 1.180
H -0.822 -3.005 2.000
H 2.372 -0.687 -0.538
H 3.031 -2.337 -0.519
H 2.073 -0.456 1.773
H 3.771 -0.896 1.526
H 2.613 -2.131 2.164
C 4.159 3.496 3.196
C 4.904 2.227 3.026
N 6.310 2.302 3.544
C 6.374 2.635 5.002
C 7.764 2.222 5.609
C 7.127 3.210 2.739
C 7.197 2.835 1.301
H 3.144 3.502 2.798
H 4.576 4.351 2.699
H 4.124 3.707 4.249
H 4.385 1.416 3.481
H 5.023 1.991 2.004
H 6.186 3.669 5.152
H 5.617 2.028 5.487
H 7.903 1.147 5.434
H 8.550 2.823 5.245
H 7.763 2.390 6.700
H 8.155 3.226 3.250
H 6.737 4.238 2.837
H 7.147 1.729 1.065
H 8.167 3.095 0.879
H 6.424 3.300 0.703
C -0.200 -4.863 4.312
C -0.717 -3.515 4.616
N -1.329 -2.594 4.844
H 0.860 -4.854 3.963
H -0.853 -5.186 3.500
H -0.362 -5.491 5.165
C -0.302 -0.230 2.764
C 0.314 1.025 3.138
N 0.672 2.066 3.394
H 0.071 -1.011 3.466
H -0.235 -0.438 1.689
H -1.383 -0.178 3.034
C -0.078 3.299 0.213
C 1.105 2.518 -0.109
N 2.034 1.859 -0.243
H 0.093 4.045 0.955
H -0.771 2.604 0.696
H -0.439 3.784 -0.720
C 4.816 -4.473 0.995
C 3.902 -5.145 1.922
N 3.149 -5.563 2.698
H 4.828 -3.430 1.312
H 4.463 -4.602 -0.061
H 5.809 -4.942 1.043

Record 5
Computed, not measured: a 2-piece molecular cluster, C2H6O3 overall, with the ωB97M-V functional and the def2-TZVPD basis.

Output
ΔE to the lowest compared entry with this formula, charge and spin: 103.0 kJ/mol

Atoms and positions in Å:
C 0.414 -0.696 1.413
C 0.977 0.466 0.586
H -0.953 -1.937 1.755
H 2.039 0.382 0.847
H 0.537 0.379 -0.420
H 0.598 1.389 1.136
H -0.991 2.879 -4.601
H -2.123 1.871 -4.640
O 1.168 -1.410 2.091
O -0.814 -1.035 1.429
O -1.286 1.997 -4.280

Record 6
Computed, not measured: one molecule with the formula C3H5N3O, with the ωB97M-V functional and the def2-TZVPD basis.

Output
ΔE to the lowest compared entry with this formula, charge and spin: 128.0 kJ/mol

Atoms and positions in Å:
O -2.172 0.828 -0.690
C -1.714 -0.052 0.319
C -0.180 -0.101 0.258
N 0.496 1.019 -0.012
N 1.752 0.536 -0.141
C 1.803 -0.763 0.110
N 0.582 -1.208 0.369
H -1.593 0.694 -1.450
H -2.058 -1.082 0.156
H -2.130 0.310 1.276
H 2.504 1.187 -0.270
H 2.709 -1.368 0.074

Results for LUMO energy: 0.02299; 0.06334; 0.01517; 0.01881; 0.02801; 0.02955 (in hartree, following the order of the records).
Results for HOMO energy: -9.2; -3.0; -8.5; -8.0; -10.0; -9.9 (in eV, following the order of the records).
Results for E: -20607.3732; -40889.0297; -9437.6007; -62178.4626; -8313.4409; -9709.2571 (in eV, following the order of the records).